17
Properties=species:S:1:pos:R:3:forces:R:3:mulliken_spin:R:1 method="wB97M-V/def2-TZVPD" orbital_gap_ev="6.57 / 8.42" homo_energy_ev="-9.73 / -15.47" total_charge=+1 s2=2.01 relative_energy_ev=3.632 e_tot_ev=-8766.79982 lumo_ha="-0.1161 / -0.2590" multiplicity=3
C -1.667040 -1.031164 0.207586 3.729 -8.674 2.077 0.670
C -1.657655 1.077613 -0.148432 0.156 0.375 2.595 0.001
C 0.607310 -1.845667 -0.118749 -1.089 -1.635 -1.394 0.056
C 0.941648 1.348295 0.437403 -0.484 1.753 1.680 -0.004
N -2.434592 -0.048280 -0.036781 -4.195 6.765 -1.234 0.741
N -0.307107 -0.852601 0.277225 -0.990 3.484 0.141 0.331
N -0.153386 0.551063 -0.231532 0.471 1.102 1.981 0.053
H -2.082906 -2.003650 0.293790 0.255 -0.833 -0.005 0.033
H -1.958514 1.545318 -1.023799 0.218 1.407 -2.018 0.036
H -1.845865 1.810031 0.722142 0.887 -0.919 -0.923 0.067
H 0.268446 -2.267174 -1.098253 0.476 0.250 0.458 -0.008
H 1.626452 -1.586642 -0.135195 1.126 0.676 0.147 -0.002
H 0.432622 -2.604074 0.610333 0.259 -0.882 0.498 0.008
H 0.665059 1.643511 1.469159 -0.285 -0.549 -0.576 0.000
H 1.923631 0.934988 0.526106 0.225 -1.457 -0.329 0.004
H 1.194266 2.314679 -0.033199 -0.978 -0.468 -0.564 -0.002
H 0.114376 0.552691 -1.167454 0.217 -0.395 -2.534 0.016

20
Properties=species:S:1:pos:R:3:forces:R:3:mulliken_spin:R:1 method="wB97M-V/def2-TZVPD" orbital_gap_ev="3.13 / 8.82" homo_energy_ev="-3.06 / -8.81" s2=0.75 relative_energy_ev=1.526 e_tot_ev=-12981.93360 lumo_ha="0.0028 / 0.0004" multiplicity=2
O 0.992099 2.335946 1.884570 1.464 0.365 2.108 0.123
C 0.391529 2.241019 0.827069 -1.428 -1.368 -1.487 0.212
C 0.052080 0.845362 0.317037 -0.896 1.667 -1.817 0.419
C -1.423906 0.785548 -0.179898 0.542 0.401 0.822 0.403
O -1.615985 1.672824 -1.252429 0.044 -0.297 -0.548 -0.138
N 0.350832 -0.170117 1.318059 -0.250 -0.434 1.120 0.130
H 0.066306 3.074593 0.189425 0.136 -0.094 0.113 0.041
H 0.609544 0.611005 -0.603819 0.455 -0.295 0.160 0.062
H -2.052787 1.207051 0.599316 -0.208 -0.405 0.336 -0.012
H -1.653931 -0.257686 -0.403609 -0.348 0.007 -0.119 -0.133
H -1.436130 1.203812 -2.076597 0.132 0.079 0.154 0.040
H 0.808532 0.292141 2.120790 0.520 0.528 -0.277 -0.047
H -0.492707 -0.555302 1.761503 -0.040 -0.099 -0.427 -0.032
H 0.924672 -0.968841 0.971813 -0.259 0.194 0.147 -0.166
H 2.457548 -2.777017 0.987141 0.023 0.151 0.179 -0.056
H 1.236406 -3.251300 0.249530 -0.306 -0.003 -0.111 -0.076
O 1.496971 -2.659328 0.966441 0.385 -0.247 -0.094 0.270
H -0.685422 -0.937264 -3.086503 -0.427 0.553 0.479 0.056
H 0.293331 -1.710496 -2.411134 0.191 0.246 0.941 -0.008
O -0.318985 -0.981958 -2.178710 0.269 -0.951 -1.677 -0.089

8
Properties=species:S:1:pos:R:3:forces:R:3:mulliken_charge:R:1 method="wB97M-V/def2-TZVPD" orbital_gap_ev="3.03 / 3.01" homo_energy_ev="-3.27 / -3.26" total_charge=-1 relative_energy_ev=3.707 e_tot_ev=-22479.36246 lumo_ha="-0.0088 / -0.0092" multiplicity=1
C -3.296683 -0.337872 -1.323932 -3.437 0.913 -2.566 0.420
N -3.983842 -0.006000 -2.228130 1.672 -0.930 2.329 -0.316
N -2.255353 -0.543031 -0.523973 2.773 -1.172 3.700 0.087
N 3.595237 0.096770 0.324146 -3.126 0.266 1.187 0.633
O -2.286083 -0.981431 0.639932 -0.973 1.195 -3.457 -0.194
O 4.114239 1.123246 0.748331 1.470 -0.320 -0.690 -0.545
O 4.063250 -0.771135 -0.376767 1.828 0.105 -0.569 -0.541
S 1.916069 -0.132885 0.793625 -0.208 -0.056 0.066 -0.544